Computed, not measured: C10H6AlNO5S as an isolated structure at a distorted geometry, with ωB97M-V/def2-TZVPD.

```
24
Properties=species:S:1:pos:R:3:forces:R:3:mulliken_charge:R:1
O 0.369820 0.655367 -2.307422 -0.9176 -2.5936 1.2301 -0.451
C -0.404504 -0.154086 -1.742964 -2.1396 1.9369 -3.2250 0.081
Al 0.556510 -0.149126 0.538217 -0.2945 0.4404 -0.1575 0.366
C -0.193636 1.070681 2.071044 -0.3770 3.0559 5.5019 0.541
O -0.426401 1.692686 3.016829 0.6242 -2.6589 -4.4557 -0.106
C -0.143180 -2.102677 0.015310 -2.2509 -5.8708 -0.4159 0.322
O -0.597309 -3.166220 -0.098135 1.8889 4.4338 0.4571 -0.168
C 1.812780 1.064021 -0.639390 4.8283 1.7936 -2.7557 0.469
O 2.723967 1.439640 -1.248797 -4.0723 -1.3984 2.8779 -0.107
C -1.171940 0.316336 -0.588038 0.7011 -0.0140 0.3900 0.304
O -2.293572 0.718563 -0.421851 0.7652 -0.1949 0.1757 -0.422
H -0.711860 -1.206351 -2.049354 1.1929 0.8056 -0.3550 0.361
S 2.274820 -1.385843 1.355131 -0.0683 0.3563 0.0957 -0.209
C 1.714344 -1.619929 3.007989 -0.4924 0.2448 0.3398 0.459
N 0.601331 -2.378883 3.255952 0.5960 0.3689 0.6439 0.097
C 0.152688 -2.607864 4.527983 0.3475 0.1185 -0.5633 -0.245
C 0.821723 -2.039196 5.590131 -0.0645 -0.0249 0.2486 -0.535
C 1.937122 -1.216370 5.361291 -0.3027 -0.2370 -0.0304 -0.215
C 2.379593 -0.999075 4.063476 -0.3070 -0.4004 -0.3784 -0.430
H 0.113114 -2.798597 2.465431 0.2482 -0.1580 0.4363 0.123
H -0.716048 -3.254065 4.607717 0.1210 0.1336 0.1141 0.440
H 0.466640 -2.238478 6.603886 0.1322 0.0908 -0.3719 0.416
H 2.455570 -0.743965 6.189423 -0.0911 -0.0907 -0.0163 0.469
H 3.226429 -0.366469 3.816140 -0.0678 -0.1376 0.2138 0.440
```
Positions in Å, forces in eV/Å.

Computed properties:
- Spin multiplicity: 1
- HOMO level: -15.55 eV
- Relative energy (zero: lowest compared OMol25 entry of this formula, charge and spin): 24.76 kcal/mol
- HOMO-LUMO gap: 0.228 Eh
- Charge: +2
- LUMO energy: -9.4 eV